1.
DFT (ωB97M-V with the def2-TZVPD basis set) results for one molecule with the formula C21H20ClN3O3S2 at a distorted geometry.

Geometry as XYZ:
```
50
Properties=species:S:1:pos:R:3:forces:R:3:lowdin_charge:R:1
C 2.7136 1.6371 -2.0619 1.472 0.072 -0.788 -0.052
O 3.3582 0.7369 -1.1286 0.650 1.451 1.130 -0.128
C 3.6182 1.4047 0.1150 -3.720 -0.899 -0.725 -0.204
C 4.6380 2.2706 0.3155 3.277 -0.053 0.821 -0.027
C 4.8155 2.9482 1.5225 -0.032 1.963 0.522 -0.075
C 3.7941 2.9072 2.5013 2.833 1.337 -0.401 -0.663
Cl 3.9702 3.8283 3.9807 -0.052 -0.161 -0.421 0.665
C 2.7037 2.1757 2.2923 -2.060 -1.947 -1.746 -0.035
C 2.5814 1.3914 1.0906 1.215 0.612 1.134 -0.110
N 1.3613 0.7016 0.9328 -1.562 -0.725 -1.694 0.074
C 0.1581 1.4325 0.6776 -2.048 -0.272 1.346 -0.346
O -0.2242 2.4500 1.2017 1.260 0.274 -0.315 0.081
C -0.7362 0.4676 -0.0394 -1.725 1.408 -1.451 -0.235
C -1.9725 0.5902 -0.5896 -0.045 3.452 0.352 0.046
C -2.6814 1.9088 -0.8443 2.925 -0.829 0.351 -0.446
S -1.7725 3.4080 -1.1032 -2.597 0.095 -0.452 1.043
C -3.3082 4.1970 -1.4633 -1.695 -1.130 -0.068 -0.365
C -4.4599 3.3689 -1.3755 4.755 1.025 0.120 -0.093
C -3.9981 2.0843 -1.0016 -2.687 -1.448 0.697 -0.352
C -4.9201 0.9803 -0.4994 1.253 -0.619 -1.318 -0.027
N -0.1120 -0.7041 -0.2379 3.697 -0.878 1.859 0.074
C 1.0778 -0.5523 0.3243 -0.365 -1.087 -0.760 -0.545
S 2.1606 -1.9412 0.3691 0.319 0.640 -0.822 0.991
C 1.6367 -2.6715 -1.2456 -0.968 -0.844 -0.041 -0.332
C 0.5191 -3.7484 -0.9760 -2.444 -1.975 0.002 -0.474
O 0.6029 -4.8682 -1.4739 1.068 0.929 -0.048 0.029
N -0.6750 -3.5530 -0.2096 2.886 2.672 -0.678 0.055
C -1.4323 -4.6466 0.2995 -0.274 0.079 0.851 -0.318
C -0.8984 -5.3957 1.4687 1.712 0.192 0.155 -0.136
C -1.9904 -4.3717 1.7250 -1.097 -3.002 -1.118 -0.083
H 2.3284 1.0318 -2.8616 -0.409 -0.449 -0.127 0.084
H 3.3533 2.4002 -2.5937 0.083 -0.819 0.961 0.109
H 1.9547 2.1916 -1.5802 -1.120 0.483 0.584 0.069
H 5.5473 2.1879 -0.2990 -0.774 0.452 -0.317 0.138
H 5.6321 3.7474 1.6554 -1.079 -1.779 -0.235 0.137
H 1.8650 2.2767 2.9624 -0.124 -0.437 0.087 0.120
H -2.4306 -0.2803 -1.0078 -0.078 -0.467 -0.119 0.110
H -3.4695 5.2229 -1.7484 0.805 0.277 0.021 0.056
H -5.4205 3.7286 -1.6193 -0.948 0.032 0.025 0.093
H -4.9126 1.0123 0.5546 -0.024 0.039 1.383 0.071
H -4.5376 -0.0348 -0.7712 -0.491 0.765 0.038 0.087
H -5.9301 1.0999 -0.8086 -0.803 0.030 -0.510 0.065
H 2.4681 -3.2734 -1.6958 -0.593 0.632 0.692 0.096
H 1.3102 -1.9059 -2.0081 0.297 -0.658 1.169 0.104
H -0.6673 -2.6208 0.2527 -0.609 -1.180 -0.438 0.094
H -1.8893 -5.3235 -0.4278 -0.321 0.810 0.109 0.140
H 0.0966 -5.0435 1.8004 -0.427 -0.857 -0.291 0.109
H -1.1064 -6.5026 1.3691 0.209 1.513 0.903 0.126
H -1.8622 -3.4088 2.1644 0.573 0.312 0.237 0.084
H -2.8578 -4.9423 2.0959 -0.120 0.968 -0.668 0.095
```
Forces are in eV/Å.

Calculated values
HOMO energy   -8.015 eV
SMILES   COc1ccc(Cl)cc1N1C(=O)/C(=C\c2sccc2C)N=C1SCC(=O)NC1CC1
LUMO energy   -0.83 eV
Charge   0
Frontier orbital gap   7.19 eV
Total energy   -2458.65633 a.u.



2.
DFT (ωB97M-V with the def2-TZVPD basis set) results for one molecule with the formula C21H20ClN5O at a distorted geometry.

Geometry as XYZ:
```
48
Properties=species:S:1:pos:R:3:forces:R:3:lowdin_charge:R:1
C 3.7809 -0.5833 -5.2233 0.051 -0.109 0.089 0.007
C 4.1945 -1.5909 -4.4682 -0.079 0.130 -0.017 -0.168
C 5.0150 -1.4299 -3.2205 -0.014 0.214 -0.228 -0.148
N 4.3729 -2.0200 -2.0636 -0.018 -0.082 0.098 -0.172
C 3.1978 -1.6530 -1.5028 0.159 -0.163 -0.003 -0.003
C 3.0135 -2.4657 -0.4020 0.046 0.159 -0.123 -0.150
C 1.8997 -2.4521 0.5348 -0.057 -0.023 -0.061 -0.202
N 1.9780 -3.0380 1.7249 0.166 -0.115 0.096 0.098
N 0.7828 -2.8417 2.3127 -0.672 0.272 -0.162 0.040
C -0.0491 -2.1342 1.5154 0.422 -0.126 -0.093 -0.177
C 0.6281 -1.8672 0.3705 -0.268 0.113 -0.083 -0.091
C -0.2598 -1.1060 -0.5661 0.446 -0.094 -0.184 -0.063
N -1.3859 -0.6968 0.3052 -0.034 -0.468 0.303 -0.014
C -1.5150 0.6562 0.5527 0.028 1.072 -0.096 -0.382
O -0.6810 1.4705 0.2139 0.031 -0.081 -0.190 0.110
C -2.8341 1.1648 1.0946 -0.097 -0.840 -0.056 -0.307
C -2.8284 2.5867 1.5564 0.104 -0.480 0.192 -0.196
C -2.9782 3.6077 0.6263 -0.037 0.287 0.191 -0.018
C -2.9743 4.9363 1.0220 0.012 -0.057 -0.043 -0.071
C -2.8115 5.2574 2.3624 0.006 -0.117 -0.055 -0.081
C -2.6405 4.2498 3.2979 0.022 0.065 0.121 -0.106
C -2.6410 2.9217 2.8952 -0.028 0.421 -0.335 -0.579
Cl -2.3664 1.7023 4.0968 0.045 -0.138 0.070 0.719
C -4.0264 0.7175 0.2595 -0.347 0.055 -0.226 -0.057
C -3.8647 0.1944 1.6413 -0.359 0.072 -0.015 -0.096
C -1.4402 -1.5902 1.4971 0.031 -0.197 0.266 -0.058
C 4.1533 -3.2932 -0.3951 -0.128 -0.123 0.278 -0.103
N 4.9672 -3.0209 -1.3957 0.049 0.038 -0.086 0.082
H 3.2036 -0.7597 -6.1208 0.003 0.030 -0.018 0.054
H 4.0120 0.4455 -4.9728 -0.002 0.006 0.012 0.059
H 3.9460 -2.6111 -4.7431 0.004 -0.022 0.041 0.105
H 5.9766 -1.9233 -3.3460 -0.012 -0.128 0.180 0.122
H 5.2133 -0.3754 -3.0153 -0.039 0.024 -0.092 0.124
H 2.6092 -0.8539 -1.9218 -0.038 0.002 0.017 0.131
H 0.5898 -3.1855 3.2340 0.259 -0.120 0.072 0.153
H 0.2276 -0.2481 -1.0231 -0.197 0.174 0.160 0.113
H -0.6413 -1.7380 -1.3733 -0.040 -0.034 0.028 0.127
H -3.0904 3.3553 -0.4197 -0.015 -0.067 0.006 0.126
H -3.0916 5.7197 0.2851 0.001 0.003 -0.003 0.104
H -2.8052 6.2916 2.6787 -0.006 0.001 0.028 0.104
H -2.4941 4.4914 4.3420 -0.006 -0.034 0.005 0.102
H -4.8089 1.4395 0.0642 0.104 0.144 0.150 0.112
H -3.8575 0.0544 -0.5783 0.206 -0.079 0.119 0.111
H -3.6550 -0.8568 1.7655 0.153 0.152 -0.079 0.081
H -4.5242 0.5656 2.4142 0.019 0.198 -0.069 0.106
H -2.1845 -2.3800 1.3555 0.026 -0.031 0.016 0.126
H -1.6895 -1.0476 2.4095 0.002 0.114 -0.140 0.117
H 4.3768 -4.0658 0.3232 0.097 -0.016 -0.083 0.109
```
Forces are in eV/Å.

Calculated values
HOMO energy   -8.312 eV
SMILES   C=CCn1cc(-c2n[nH]c3c2CN(C(=O)C2(c4ccccc4Cl)CC2)C3)cn1
LUMO energy   0.56 eV
Charge   0
Energy relative to the best compared isomer or geometry (same formula, charge and spin)   53.0 kcal/mol
Frontier orbital gap   8.88 eV
Total energy   -1621.37994 a.u.



3.
DFT (ωB97M-V with the def2-TZVPD basis set) results for C21H20N4O4Rb as an isolated structure at a distorted geometry.

Geometry as XYZ:
```
50
Properties=species:S:1:pos:R:3:forces:R:3:lowdin_charge:R:1
Rb 1.1258 -1.0334 -0.7246 -0.361 1.030 0.150 1.167
C 2.8270 2.0699 -0.6624 0.001 -0.064 0.027 -0.083
O 1.4297 1.8366 -0.5948 0.102 0.061 0.009 -0.187
C 0.6360 2.8760 -0.2036 0.007 -0.041 -0.001 -0.225
C 1.1098 4.1781 -0.1034 0.025 0.064 0.039 -0.037
C 0.2685 5.2048 0.3099 -0.048 -0.060 -0.020 -0.108
C -1.0513 4.9245 0.6205 0.014 0.009 0.008 -0.110
C -1.5235 3.6238 0.5154 -0.014 -0.072 -0.003 -0.029
C -0.7064 2.5749 0.0978 0.118 0.185 -0.001 -0.170
N -1.1185 1.2182 -0.0099 0.243 -0.115 0.024 0.055
N -2.3681 1.1061 0.1052 -0.363 0.069 0.032 0.047
C -2.9984 -0.1009 0.0478 -0.222 -0.224 -0.081 -0.146
C -2.3521 -1.3884 -0.0065 -0.088 0.205 -0.047 -0.392
O -1.1202 -1.5661 0.0875 -0.929 -0.294 0.341 -0.278
C -3.2218 -2.5468 -0.2001 -0.013 -0.005 0.077 -0.010
C -4.5605 -2.4520 -0.2579 -0.080 0.084 -0.016 -0.044
C -5.2321 -1.1865 -0.1307 0.027 -0.073 0.035 -0.188
C -6.6344 -1.1065 -0.1671 0.004 0.012 -0.017 -0.065
C -7.2828 0.0989 -0.0497 0.014 -0.004 0.003 -0.120
C -6.5176 1.2640 0.1108 0.005 -0.060 0.012 -0.107
C -5.1451 1.2069 0.1472 0.014 -0.002 -0.029 -0.038
C -4.4525 -0.0202 0.0279 0.209 0.046 -0.005 -0.106
H 3.0868 2.7522 -1.4748 -0.035 0.016 -0.049 0.094
H 3.2956 1.1041 -0.8410 0.006 -0.039 -0.002 0.077
H 3.1996 2.4775 0.2805 0.008 -0.004 0.017 0.100
H 2.1393 4.4051 -0.3410 -0.021 -0.024 -0.005 0.096
H 0.6555 6.2133 0.3888 -0.012 -0.011 0.000 0.094
H -1.7134 5.7144 0.9549 0.002 -0.025 -0.009 0.093
H -2.5471 3.3865 0.7678 0.000 0.002 0.001 0.090
H -2.7161 -3.5006 -0.2932 0.015 0.006 0.012 0.108
H -5.1674 -3.3404 -0.4065 -0.004 0.009 0.010 0.105
H -7.2015 -2.0235 -0.2945 0.018 0.012 0.005 0.102
H -8.3642 0.1497 -0.0819 0.011 0.004 0.005 0.087
H -7.0162 2.2212 0.2083 0.015 0.019 -0.003 0.091
H -4.5647 2.1106 0.2619 -0.012 0.006 -0.003 0.086
C 6.3556 -3.0008 0.9653 -0.021 0.067 -0.060 -0.034
C 5.0539 -2.3361 0.5940 -0.041 0.044 -0.025 -0.309
N 4.5477 -1.3775 1.2844 0.035 -0.130 -0.196 0.031
O 5.4156 -0.9652 2.3390 -0.034 -0.080 -0.048 -0.108
C 4.3523 -2.8211 -0.6156 0.180 0.068 0.197 -0.342
C 4.6898 -4.1574 -1.2129 -0.004 -0.018 0.016 -0.065
N 3.4322 -2.0496 -1.1122 0.751 -0.256 -0.019 -0.297
O 2.7234 -2.4590 -2.1198 0.483 -0.419 -0.426 -0.410
H 6.5699 -2.8764 2.0209 0.018 0.008 0.060 0.063
H 7.1754 -2.5513 0.3972 -0.017 -0.016 0.013 0.090
H 6.3271 -4.0612 0.7201 -0.006 0.044 -0.002 0.063
H 4.8693 -0.3074 2.7767 0.001 -0.011 -0.002 0.071
H 5.7386 -4.2213 -1.5202 -0.035 -0.025 0.006 0.068
H 4.0575 -4.2871 -2.0890 -0.004 0.001 0.007 0.057
H 4.4940 -4.9806 -0.5162 0.033 0.004 -0.039 0.075
```
Forces are in eV/Å.

Calculated values
HOMO energy   -4.193 eV
LUMO energy   2.32 eV
Charge   -1
Energy relative to the best compared isomer or geometry (same formula, charge and spin)   9.1 kcal/mol
Frontier orbital gap   6.52 eV
Total energy   -1356.25162 a.u.



4.
DFT (ωB97M-V with the def2-TZVPD basis set) results for C21H20N8O3SbSe4W as an isolated structure at a distorted geometry.

Geometry as XYZ:
```
58
Properties=species:S:1:pos:R:3:forces:R:3:lowdin_charge:R:1
W 0.5523 -0.0025 -0.8365 1.291 -0.899 1.114 1.399
C 4.3785 1.7591 0.1592 -0.092 0.077 0.064 -0.029
C 4.8113 0.9851 1.2325 0.026 -0.029 0.048 -0.024
C 3.9280 0.1376 1.8637 0.030 -0.007 -0.018 0.013
C 2.6164 0.0117 1.3942 0.035 0.104 -0.013 -0.306
N 2.2404 0.7030 0.2859 0.097 -0.116 0.074 -0.046
C 3.0848 1.5996 -0.2682 0.131 -0.132 0.041 -0.113
N 1.7461 -0.7185 2.1808 -0.054 0.181 0.167 0.186
C 0.5320 -1.0508 1.9431 -0.227 -0.114 -0.187 -0.283
N -0.1059 -1.1417 0.7171 -0.150 -0.073 0.191 -0.086
C -1.4734 -1.2249 0.8953 0.322 -0.050 0.112 -0.291
N -2.3874 -1.0595 0.0053 -0.184 -0.234 -0.013 0.156
C -2.1687 -1.0245 -1.3736 -0.171 -0.271 0.492 -0.347
C -3.2846 -0.7526 -2.1636 0.028 -0.071 -0.130 0.012
C -3.1543 -0.7546 -3.5346 0.031 -0.018 0.014 -0.028
C -1.9228 -1.0843 -4.1012 -0.026 -0.013 -0.007 -0.038
C -0.8609 -1.3145 -3.2655 -0.012 -0.114 0.017 -0.146
N -0.9561 -1.2740 -1.9162 -0.354 0.883 -0.205 -0.046
C -1.7158 -1.4043 2.3376 -0.048 -0.044 0.034 -0.100
C -2.8868 -1.5984 3.0429 0.010 0.013 0.019 0.010
C -2.7816 -1.7244 4.4243 -0.003 -0.001 0.013 -0.047
C -1.5461 -1.6536 5.0645 0.001 0.002 0.001 -0.044
C -0.3704 -1.4528 4.3475 -0.037 -0.012 0.003 0.013
C -0.4816 -1.3363 2.9775 0.049 -0.122 0.051 -0.092
H 5.0271 2.4663 -0.3351 0.007 -0.005 -0.002 0.121
H 5.8274 1.0700 1.5940 0.003 0.002 -0.006 0.121
H 4.2048 -0.4255 2.7430 -0.010 0.004 0.000 0.122
H 2.6859 2.1573 -1.1047 0.037 -0.057 -0.059 0.101
H -4.2237 -0.5441 -1.6726 0.011 -0.002 0.007 0.126
H -3.9992 -0.5061 -4.1623 -0.006 -0.021 -0.012 0.122
H -1.7789 -1.1055 -5.1711 -0.013 -0.032 -0.004 0.122
H 0.1287 -1.5063 -3.6573 0.022 0.073 0.002 0.114
H -3.8433 -1.6492 2.5404 0.004 -0.001 -0.008 0.122
H -3.6743 -1.8786 5.0153 -0.001 -0.001 0.002 0.113
H -1.5033 -1.7535 6.1408 -0.003 -0.001 0.001 0.113
H 0.5908 -1.3872 4.8384 0.003 0.000 -0.005 0.123
N 1.8081 -2.3440 -0.6977 0.212 0.128 0.093 0.011
C 2.7754 -2.3981 -1.7915 0.017 -0.039 -0.019 -0.121
C 3.0188 -0.9622 -2.1981 -0.291 0.234 0.043 -0.529
O 4.0551 -0.4388 -2.4569 -0.019 -0.139 -0.067 0.163
O 1.8323 -0.2858 -2.2077 0.540 -0.049 -0.487 -0.321
H 2.2998 -2.3162 0.1909 -0.089 -0.070 0.033 0.088
H 1.2013 -3.1547 -0.6716 -0.132 0.118 -0.045 0.107
H 2.3410 -2.9148 -2.6487 0.006 -0.017 0.010 0.136
H 3.7195 -2.8781 -1.5402 0.001 0.014 0.024 0.135
N -0.7855 3.4941 0.7648 -0.073 0.121 0.274 0.187
C -1.1617 2.2187 0.7722 0.106 -0.041 -0.219 -0.689
N -2.4624 1.9338 0.7199 -0.093 0.057 0.109 0.217
O -0.2865 1.2970 0.8231 -0.208 -0.035 0.115 -0.194
H -1.4492 4.2341 0.5801 0.043 0.007 0.007 0.049
H 0.1972 3.7018 0.7677 -0.015 -0.010 -0.071 0.110
H -3.1301 2.6604 0.5043 0.003 -0.050 0.011 0.038
H -2.7462 0.9660 0.6673 -0.003 0.003 -0.070 0.088
Se -2.7825 3.0186 -4.9695 0.152 0.207 -0.002 0.010
Sb -2.0919 4.0645 -3.0003 -1.089 -0.211 -0.019 0.028
Se 0.2966 4.0789 -2.4364 0.877 0.228 0.189 0.086
Se -3.5452 4.7208 -1.2592 0.142 0.151 -0.055 0.030
Se -0.3394 1.7425 -2.0930 -0.836 0.493 -1.650 0.227
```
Forces are in eV/Å.

Calculated values
HOMO energy (alpha / beta)   -10.611 / -10.595 eV
LUMO energy (alpha / beta)   -4.20 / -4.27 eV
Charge   +1
Energy relative to the best compared isomer or geometry (same formula, charge and spin)   22.7 kcal/mol
Frontier orbital gap (alpha / beta)   6.41 / 6.33 eV
Total energy   -11389.03430 a.u.